Record 1
This record from the OMol25 dataset describes a cluster of 6 separate species, C39H94N6O11 in total. The level of theory is the ωB97M-V functional and the def2-TZVPD basis.

The SMILES is CC1(C)CCCC(C)(C)N1O.COCCNCCOC.COCCNCCOC.COCCNCCOC.COCCNCCOC.COCCNCCOC. The value obtained for the HOMO-LUMO gap is 8.69 eV. For the LUMO energy, the calculation gives 0.531 eV. For the relative energy (zero: lowest compared OMol25 entry of this formula, charge and spin), the calculation gives 0.2872 eV. As for the HOMO energy: -8.16 eV. The value obtained for the energy is -73420.445 eV.

Geometry as ORCA input:
```
! wB97M-V def2-TZVPD RIJCOSX def2/J DEFGRID3
* xyz 0 1
C -1.623 2.474 -1.065
C -1.082 1.506 0.017
C -1.412 2.169 1.350
C -1.942 0.227 -0.005
C -1.659 -0.747 -1.142
C -0.159 -1.073 -1.164
C 0.755 0.166 -1.089
C 2.116 -0.422 -0.680
C 0.950 0.754 -2.515
N 0.281 1.118 -0.126
O 1.264 2.065 0.245
H -2.704 2.518 -1.148
H -1.259 3.493 -0.869
H -1.153 2.247 -2.025
H -2.359 2.707 1.265
H -1.356 1.598 2.277
H -0.718 3.006 1.530
H -1.862 -0.259 0.963
H -2.969 0.570 -0.115
H -2.282 -1.621 -0.959
H -1.878 -0.256 -2.096
H 0.112 -1.632 -2.060
H 0.002 -1.699 -0.279
H 2.397 -1.163 -1.429
H 2.019 -0.942 0.278
H 2.932 0.287 -0.544
H 1.869 0.582 -3.074
H 0.814 1.842 -2.449
H 0.122 0.522 -3.201
H 1.229 2.711 -0.476
C -6.983 -3.353 -3.940
O -6.811 -2.636 -2.739
C -6.041 -1.459 -2.891
C -5.624 -1.040 -1.509
N -5.061 0.311 -1.431
C -5.964 1.329 -1.964
C -5.750 2.657 -1.285
O -5.704 2.431 0.135
C -5.572 3.613 0.862
H -6.070 -3.870 -4.245
H -7.368 -2.744 -4.766
H -7.772 -4.074 -3.718
H -6.653 -0.713 -3.412
H -5.136 -1.600 -3.499
H -5.045 -1.844 -1.052
H -6.497 -0.995 -0.827
H -4.963 0.560 -0.454
H -6.994 0.978 -1.785
H -5.794 1.445 -3.036
H -6.617 3.307 -1.446
H -4.816 3.161 -1.551
H -4.554 4.002 0.946
H -5.930 3.462 1.884
H -6.287 4.365 0.499
C -8.605 1.426 4.236
O -7.416 2.044 4.651
C -6.252 1.334 4.154
C -5.075 2.321 4.271
N -4.334 2.219 5.516
C -3.090 1.464 5.536
C -2.679 1.057 6.917
O -2.176 2.121 7.671
C -1.659 1.694 8.897
H -9.379 2.189 4.119
H -9.014 0.760 5.011
H -8.533 0.856 3.308
H -6.359 1.041 3.107
H -6.181 0.523 4.883
H -5.518 3.311 4.151
H -4.389 2.093 3.451
H -4.937 1.977 6.290
H -2.333 2.071 5.035
H -3.191 0.541 4.942
H -1.967 0.226 6.856
H -3.591 0.716 7.437
H -2.447 1.295 9.549
H -1.158 2.508 9.421
H -0.869 0.937 8.762
C 13.237 -3.110 -2.507
O 12.712 -1.835 -2.666
C 11.401 -1.675 -2.182
C 10.352 -2.350 -3.028
N 9.005 -2.171 -2.530
C 8.698 -2.795 -1.244
C 7.274 -2.442 -0.887
O 6.416 -2.782 -1.943
C 5.143 -2.177 -1.849
H 13.012 -3.806 -3.323
H 12.807 -3.622 -1.623
H 14.304 -3.127 -2.289
H 11.217 -0.606 -2.066
H 11.351 -2.045 -1.144
H 10.570 -3.407 -3.255
H 10.378 -1.888 -4.023
H 8.265 -2.372 -3.184
H 9.343 -2.301 -0.519
H 8.811 -3.888 -1.236
H 7.188 -1.376 -0.621
H 6.934 -2.945 0.034
H 4.483 -2.595 -2.603
H 5.302 -1.101 -1.997
H 4.688 -2.306 -0.859
C 1.256 -1.488 -6.801
O 1.858 -0.264 -7.102
C 1.130 0.871 -6.680
C 2.072 2.046 -6.800
N 1.355 3.288 -6.528
C 1.170 3.562 -5.091
C 2.475 3.805 -4.332
O 3.105 4.994 -4.752
C 4.267 4.848 -5.528
H 1.586 -2.223 -7.533
H 0.162 -1.461 -6.726
H 1.549 -1.892 -5.814
H 0.896 0.706 -5.619
H 0.226 1.010 -7.272
H 2.412 2.064 -7.843
H 3.029 1.968 -6.265
H 1.881 4.100 -6.833
H 0.725 2.683 -4.610
H 0.466 4.381 -4.970
H 3.153 2.986 -4.078
H 2.076 4.025 -3.323
H 4.493 5.779 -6.046
H 4.081 4.119 -6.329
H 5.134 4.555 -4.930
C 0.541 1.501 5.714
O -0.171 0.797 4.695
C 0.274 -0.540 4.616
C -0.840 -1.337 3.945
N -0.442 -2.709 3.624
C -0.055 -3.496 4.797
C -0.127 -4.960 4.451
O -1.481 -5.320 4.322
C -1.740 -6.626 4.768
H 0.145 2.516 5.638
H 1.593 1.593 5.433
H 0.331 1.100 6.704
H 0.534 -0.988 5.579
H 1.105 -0.630 3.903
H -0.956 -0.843 2.981
H -1.811 -1.315 4.457
H -1.163 -3.180 3.097
H -0.741 -3.291 5.634
H 0.942 -3.170 5.098
H 0.379 -5.464 5.286
H 0.471 -5.166 3.558
H -1.380 -6.826 5.783
H -1.324 -7.382 4.092
H -2.821 -6.768 4.804
*
```

Record 2
This record from the OMol25 dataset describes a cluster of 9 separate species, C39H95N13O9 in total. The level of theory is the ωB97M-V functional and the def2-TZVPD basis.

The SMILES is CC1(C)CCCC(C)(C)N1O.CC1(C)CCCC(C)(C)N1O.CC1(C)CCCC(C)(C)N1O.COC[C@H](C)N.COC[C@H](C)N.NC(N)=O.NC(N)=O.NC(N)=O.NC(N)=O. The value obtained for the HOMO-LUMO gap is 8.05 eV. For the LUMO energy, the calculation gives 0.051 eV. As for the HOMO energy: -8.00 eV. The value obtained for the energy is -79776.665 eV.

Geometry as ORCA input:
```
! wB97M-V def2-TZVPD RIJCOSX def2/J DEFGRID3
* xyz 0 1
C 2.350 3.725 0.526
C 1.694 3.802 1.835
C 2.532 3.069 2.876
C 1.434 5.280 2.428
C 0.235 6.055 1.900
C -1.048 5.130 1.746
C -0.862 3.690 1.196
C -2.098 2.831 1.606
C -0.861 3.892 -0.367
N 0.364 3.057 1.801
O 0.581 1.764 1.312
H 1.884 4.295 -0.278
H 3.358 4.125 0.637
H 2.503 2.733 0.101
H 1.989 2.930 3.811
H 2.714 2.038 2.574
H 3.515 3.539 2.866
H 1.569 5.314 3.510
H 2.274 5.856 2.039
H 0.032 6.835 2.633
H 0.577 6.637 1.044
H -1.895 5.731 1.415
H -1.310 5.064 2.802
H -2.280 2.747 2.677
H -1.978 1.765 1.415
H -2.916 3.293 1.054
H -1.855 4.282 -0.587
H -0.738 2.877 -0.746
H -0.053 4.559 -0.669
H 0.567 1.283 2.143
C -0.772 2.410 -8.506
C -1.617 3.281 -7.519
C -1.030 4.720 -7.723
C -3.135 3.280 -8.029
C -4.186 3.801 -7.092
C -3.940 3.107 -5.777
C -2.552 3.150 -5.104
C -2.382 4.591 -4.559
C -2.542 2.171 -3.969
N -1.532 2.739 -6.125
O -0.227 2.646 -5.608
H 0.274 2.434 -8.202
H -1.177 1.401 -8.431
H -0.852 2.796 -9.523
H -1.664 5.476 -7.260
H -0.102 4.752 -7.151
H -0.887 4.979 -8.772
H -3.151 4.012 -8.835
H -3.381 2.331 -8.507
H -3.956 4.863 -7.004
H -5.221 3.674 -7.408
H -4.223 2.071 -5.965
H -4.691 3.490 -5.087
H -1.336 4.750 -4.297
H -2.973 4.621 -3.644
H -2.758 5.360 -5.234
H -3.317 2.493 -3.273
H -1.626 2.137 -3.380
H -2.751 1.139 -4.253
H 0.029 1.721 -5.602
C -2.527 -4.124 0.922
C -3.304 -2.850 1.601
C -2.438 -1.991 2.415
C -3.585 -1.817 0.429
C -4.676 -2.365 -0.510
C -5.958 -2.743 0.286
C -5.808 -3.645 1.573
C -7.004 -3.407 2.541
C -5.784 -5.109 1.054
N -4.560 -3.206 2.313
O -4.378 -3.875 3.514
H -1.555 -3.996 0.446
H -2.261 -4.780 1.750
H -3.092 -4.795 0.274
H -2.087 -2.466 3.331
H -1.465 -1.871 1.938
H -2.951 -1.058 2.646
H -3.959 -0.874 0.827
H -2.745 -1.505 -0.192
H -4.909 -1.549 -1.193
H -4.588 -3.202 -1.203
H -6.676 -3.208 -0.390
H -6.391 -1.806 0.637
H -7.192 -4.100 3.362
H -7.863 -3.323 1.875
H -6.951 -2.444 3.049
H -5.365 -5.183 0.050
H -6.750 -5.615 1.040
H -4.973 -5.646 1.546
H -4.509 -3.128 4.102
C -0.617 -1.666 -3.057
O -0.839 -1.579 -1.659
C 0.024 -0.729 -0.940
C 1.344 -1.410 -0.347
C 1.233 -2.363 0.760
N 2.368 -0.379 -0.157
H 0.355 -2.133 -3.221
H -0.739 -0.687 -3.520
H -1.326 -2.361 -3.505
H 0.475 0.014 -1.598
H -0.536 -0.208 -0.163
H 1.530 -1.978 -1.259
H 0.630 -3.190 0.387
H 0.616 -2.071 1.610
H 2.243 -2.616 1.082
H 1.936 0.358 0.382
H 2.500 -0.094 -1.117
C 2.555 -4.694 3.479
O 3.171 -5.790 4.160
C 2.997 -5.819 5.571
C 4.331 -5.537 6.281
C 5.325 -6.689 6.070
N 4.174 -5.420 7.773
H 2.944 -3.725 3.791
H 1.472 -4.774 3.579
H 2.838 -4.676 2.426
H 2.264 -5.087 5.911
H 2.537 -6.771 5.838
H 4.593 -4.516 6.002
H 6.339 -6.409 6.354
H 5.637 -6.863 5.040
H 4.983 -7.650 6.453
H 3.383 -4.803 7.895
H 5.050 -5.001 8.050
N 2.030 -1.244 4.232
C 0.887 -0.848 3.879
N -0.022 -1.311 4.577
O 0.745 0.016 2.981
H 2.080 -1.715 5.123
H 2.846 -0.952 3.711
H 0.126 -1.883 5.396
H -0.834 -0.722 4.694
N 1.249 2.289 -2.661
C 2.290 1.647 -3.202
N 3.193 1.502 -2.276
O 2.395 1.356 -4.421
H 1.174 2.464 -1.669
H 0.589 2.634 -3.344
H 3.095 2.037 -1.425
H 4.045 0.983 -2.432
N 5.025 -1.487 -0.673
C 6.032 -0.680 -0.751
N 7.172 -1.310 -0.858
O 5.931 0.467 -0.646
H 4.084 -1.120 -0.666
H 5.291 -2.423 -0.944
H 7.176 -2.318 -0.927
H 8.008 -0.762 -1.000
N 5.655 0.712 2.372
C 5.066 -0.191 3.141
N 4.696 -1.241 2.555
O 4.920 -0.099 4.335
H 6.130 1.443 2.882
H 5.952 0.318 1.491
H 4.502 -1.135 1.569
H 4.383 -2.021 3.115
*
```

Record 3
This record from the OMol25 dataset describes a cluster of 9 separate species, C39H95N5O9 in total. The level of theory is the ωB97M-V functional and the def2-TZVPD basis.

The value obtained for the HOMO-LUMO gap (spin up / spin down) is 7.43 / 3.26 eV. For the LUMO energy (spin up / spin down), the calculation gives -2.393 / -6.571 eV. As for the HOMO energy (spin up / spin down): -9.83 / -9.83 eV. The value obtained for the energy is -67842.882 eV.

Geometry as ORCA input:
```
! wB97M-V def2-TZVPD RIJCOSX def2/J DEFGRID3
* xyz 1 2
C 2.239 -22.474 -30.120
C 3.479 -23.009 -29.335
C 4.221 -21.778 -28.790
C 5.175 -22.108 -27.623
C 4.423 -22.893 -26.548
C 3.637 -24.175 -26.965
N 2.876 -23.874 -28.268
O 2.104 -24.930 -28.662
C 4.697 -25.268 -27.359
C 2.640 -24.506 -25.758
C 4.478 -23.825 -30.113
H 1.751 -23.351 -30.545
H 2.328 -21.797 -30.970
H 1.573 -22.014 -29.390
H 4.853 -21.132 -29.400
H 3.409 -21.107 -28.510
H 5.550 -21.196 -27.158
H 6.090 -22.561 -28.003
H 3.676 -22.196 -26.170
H 5.224 -23.236 -25.893
H 5.751 -25.003 -27.276
H 4.521 -25.951 -26.528
H 4.559 -25.768 -28.318
H 1.810 -23.819 -25.593
H 2.145 -25.448 -25.994
H 3.151 -24.641 -24.805
H 4.152 -24.733 -30.619
H 5.333 -24.201 -29.551
H 4.928 -23.274 -30.939
H 2.838 -25.472 -28.961
C 11.842 -19.738 -27.606
C 11.587 -20.142 -26.133
C 12.299 -18.948 -25.409
C 11.834 -18.892 -23.944
C 10.359 -18.623 -23.896
C 9.497 -19.762 -24.479
N 10.121 -20.090 -25.814
O 9.395 -21.028 -26.467
C 9.479 -20.993 -23.566
C 8.050 -19.113 -24.583
C 12.302 -21.550 -25.890
H 11.149 -20.285 -28.244
H 12.875 -19.894 -27.917
H 11.646 -18.671 -27.715
H 13.377 -19.097 -25.346
H 12.201 -17.942 -25.816
H 12.264 -18.043 -23.413
H 12.162 -19.783 -23.409
H 10.083 -17.619 -24.217
H 10.084 -18.563 -22.843
H 8.551 -21.563 -23.603
H 10.142 -21.832 -23.778
H 9.593 -20.798 -22.500
H 7.625 -18.774 -23.638
H 8.077 -18.267 -25.270
H 7.221 -19.632 -25.064
H 12.155 -22.086 -26.828
H 11.775 -22.054 -25.081
H 13.368 -21.459 -25.678
H 9.435 -21.769 -25.859
C 4.469 -18.554 -34.684
C 5.050 -19.944 -34.424
C 4.842 -20.765 -35.737
C 5.820 -21.981 -36.112
C 7.212 -21.595 -35.898
C 7.450 -20.941 -34.569
N 6.486 -19.918 -34.131
O 6.795 -19.290 -32.922
C 7.387 -22.028 -33.484
C 8.837 -20.287 -34.677
C 4.198 -20.687 -33.241
H 4.762 -17.868 -33.889
H 3.391 -18.644 -34.816
H 4.907 -18.018 -35.526
H 3.933 -21.351 -35.597
H 4.677 -20.170 -36.636
H 5.598 -22.261 -37.142
H 5.529 -22.877 -35.563
H 7.417 -20.838 -36.655
H 7.897 -22.442 -35.930
H 6.446 -22.570 -33.400
H 8.207 -22.717 -33.687
H 7.646 -21.609 -32.511
H 8.792 -19.311 -35.159
H 9.205 -20.084 -33.671
H 9.645 -20.796 -35.202
H 3.163 -20.859 -33.538
H 4.357 -20.222 -32.269
H 4.627 -21.659 -32.996
H 6.973 -18.384 -33.183
C 12.979 -14.831 -28.465
C 11.483 -14.461 -28.237
C 10.935 -14.844 -26.815
O 9.572 -14.417 -26.748
C 8.792 -15.172 -25.831
N 11.293 -13.034 -28.528
H 13.232 -14.403 -29.435
H 13.130 -15.910 -28.514
H 13.571 -14.145 -27.859
H 10.848 -14.912 -28.999
H 11.516 -14.355 -26.034
H 10.889 -15.933 -26.805
H 7.771 -14.793 -25.879
H 9.174 -15.222 -24.811
H 8.646 -16.189 -26.196
H 10.700 -12.943 -29.340
H 10.745 -12.686 -27.755
C 7.588 -19.372 -28.870
C 8.414 -18.198 -28.379
C 9.359 -17.677 -29.401
O 8.563 -17.480 -30.632
C 9.527 -17.447 -31.642
N 7.403 -17.201 -28.212
H 6.667 -19.538 -28.311
H 8.112 -20.301 -28.642
H 7.182 -19.330 -29.881
H 8.921 -18.283 -27.418
H 10.089 -18.481 -29.495
H 9.947 -16.817 -29.080
H 10.039 -18.399 -31.786
H 10.283 -16.663 -31.591
H 8.934 -17.262 -32.538
H 7.247 -17.128 -29.207
H 7.823 -16.289 -28.099
C 4.008 -17.887 -28.728
O 4.465 -16.618 -28.332
H 4.604 -18.305 -29.540
H 4.099 -18.492 -27.827
H 2.959 -17.731 -28.980
H 5.213 -16.726 -27.739
C 8.189 -13.851 -31.127
O 8.783 -13.301 -29.949
H 8.361 -14.923 -31.032
H 7.113 -13.677 -31.132
H 8.762 -13.583 -32.015
H 8.576 -13.709 -29.105
C 10.262 -15.552 -35.300
O 11.580 -16.026 -35.566
H 9.767 -16.092 -34.493
H 10.146 -14.470 -35.236
H 9.727 -15.934 -36.169
H 11.975 -15.425 -36.202
C 13.370 -17.340 -33.006
O 12.592 -16.168 -32.901
H 13.690 -17.817 -32.080
H 12.782 -17.982 -33.662
H 14.337 -17.089 -33.442
H 12.219 -16.041 -33.776
*
```

Record 4
This record from the OMol25 dataset describes a structure of composition C3AlLiO6. The level of theory is the ωB97M-V functional and the def2-TZVPD basis.

The value obtained for the HOMO-LUMO gap (spin up / spin down) is 7.51 / 4.99 eV. For the LUMO energy (spin up / spin down), the calculation gives -5.497 / -7.998 eV. For the relative energy (zero: lowest compared OMol25 entry of this formula, charge and spin), the calculation gives 0.7763 eV. As for the HOMO energy (spin up / spin down): -13.01 / -12.98 eV. The value obtained for the energy is -22192.568 eV.

Geometry as ORCA input:
```
! wB97M-V def2-TZVPD RIJCOSX def2/J DEFGRID3
* xyz 1 2
C 0.644 -0.198 -0.205
O 0.425 -1.031 -1.108
C 1.971 -0.302 0.638
O 2.043 0.549 1.569
O 2.765 -1.199 0.363
Al -0.949 -1.738 -1.638
Li 0.581 1.718 1.616
O -0.194 0.653 0.215
O -2.186 -0.353 -1.210
O -2.814 1.340 0.223
C -2.286 0.561 -0.463
*
```

Record 5
This record from the OMol25 dataset describes a structure of composition C3BeLi2O3. The level of theory is the ωB97M-V functional and the def2-TZVPD basis.

The value obtained for the HOMO-LUMO gap (spin up / spin down) is 6.70 / 8.48 eV. For the LUMO energy (spin up / spin down), the calculation gives -4.169 / -4.478 eV. As for the HOMO energy (spin up / spin down): -10.87 / -12.96 eV. The value obtained for the energy is -10056.920 eV.

Geometry as ORCA input:
```
! wB97M-V def2-TZVPD RIJCOSX def2/J DEFGRID3
* xyz 1 2
O -2.391 0.618 -0.508
C -1.318 0.921 0.008
O -0.694 1.993 0.048
Be 0.926 1.455 0.678
Li -2.322 -1.370 -0.612
C -0.406 -0.487 0.323
C 0.745 -0.929 0.151
O 1.969 -0.769 0.308
Li 3.490 -1.431 -0.395
*
```

Record 6
This record from the OMol25 dataset describes a cluster of 2 separate species, C3Br2ClFO in total. The level of theory is the ωB97M-V functional and the def2-TZVPD basis.

The SMILES is O=C(F)Br.ClC#CBr. The value obtained for the HOMO-LUMO gap is 10.12 eV. For the LUMO energy, the calculation gives 0.418 eV. For the relative energy (zero: lowest compared OMol25 entry of this formula, charge and spin), the calculation gives 1.7709 eV. As for the HOMO energy: -9.70 eV. The value obtained for the energy is -160480.669 eV.

Geometry as ORCA input:
```
! wB97M-V def2-TZVPD RIJCOSX def2/J DEFGRID3
* xyz 0 1
O -1.209 0.450 -1.368
C -1.613 0.786 -0.326
F -0.963 1.545 0.535
Br -3.312 0.348 0.390
Cl -0.076 -2.102 0.193
C 1.276 -1.185 0.149
C 2.191 -0.405 0.222
Br 3.706 0.564 0.205
*
```